C45H37EuN9OPS3 | ωB97M-V with the def2-TZVPD basis set

Geometry (Å):
1 Eu 0.811 -0.940 -1.463
2 N 1.298 -3.025 -4.804
3 C 2.391 -2.713 -4.150
4 N 2.434 -2.221 -2.885
5 C 3.748 -2.249 -2.403
6 C 4.676 -2.628 -3.361
7 S 3.941 -3.267 -4.783
8 C 3.980 -1.864 -1.025
9 C 5.211 -1.521 -0.488
10 S 5.145 -1.095 1.206
11 C 3.398 -1.366 1.055
12 N 2.907 -1.680 -0.138
13 N 2.631 -1.299 2.192
14 H 0.393 -2.732 -4.406
15 H 1.362 -3.564 -5.680
16 H 5.788 -2.616 -3.221
17 H 6.175 -1.542 -0.954
18 H 3.144 -1.233 3.089
19 H 1.628 -1.552 2.209
20 N -2.612 -4.197 -1.948
21 C -2.445 -5.123 -0.941
22 C -3.487 -6.078 -0.664
23 C -3.341 -7.001 0.350
24 C -2.129 -7.007 1.052
25 C -1.129 -6.058 0.835
26 C -1.298 -5.061 -0.114
27 S -0.221 -3.805 -0.104
28 N -0.758 -2.871 -1.375
29 C -1.786 -3.113 -2.140
30 C -2.057 -2.237 -3.310
31 C -3.328 -2.112 -3.908
32 C -3.591 -1.176 -4.907
33 C -2.528 -0.294 -5.274
34 C -1.276 -0.506 -4.654
35 N -1.027 -1.435 -3.751
36 H -3.441 -4.354 -2.561
37 H -4.422 -5.870 -1.185
38 H -4.119 -7.650 0.671
39 H -1.839 -7.847 1.741
40 H -0.199 -6.044 1.460
41 H -4.134 -2.696 -3.478
42 H -4.588 -1.159 -5.378
43 H -2.595 0.503 -6.010
44 H -0.469 0.155 -4.988
45 O 1.564 1.036 -2.504
46 C 1.201 2.272 -2.509
47 C 2.167 3.285 -2.885
48 C 1.791 4.602 -2.908
49 C 0.461 4.965 -2.779
50 C -0.453 4.028 -2.306
51 C -0.135 2.703 -2.156
52 C -1.168 1.755 -1.732
53 N -1.030 0.753 -0.818
54 C -2.297 0.412 -0.414
55 C -3.225 1.130 -1.096
56 N -2.525 1.928 -1.973
57 H 3.139 2.950 -3.208
58 H 2.616 5.327 -2.967
59 H 0.163 5.986 -3.008
60 H -1.431 4.430 -2.003
61 H -2.346 -0.374 0.284
62 H -4.285 1.174 -0.909
63 H -2.863 2.676 -2.538
64 C 0.005 -0.911 5.982
65 C -0.333 -1.416 4.698
66 C -0.294 -0.611 3.576
67 C -0.107 0.764 3.740
68 C -0.098 1.305 5.039
69 C 0.176 0.480 6.137
70 P 0.011 1.759 2.247
71 C 1.635 2.669 2.426
72 C 1.820 3.559 3.461
73 C 3.091 4.058 3.638
74 C 4.140 3.665 2.789
75 C 3.910 2.712 1.842
76 C 2.626 2.237 1.584
77 C -1.184 3.091 2.717
78 C -1.104 4.304 2.007
79 C -2.166 5.201 2.134
80 C -3.222 4.999 3.062
81 C -3.222 3.821 3.787
82 C -2.257 2.830 3.588
83 H 0.046 -1.563 6.827
84 H -0.502 -2.473 4.646
85 H -0.544 -1.092 2.629
86 H -0.146 2.414 5.185
87 H 0.322 0.979 7.084
88 H 0.987 3.723 4.175
89 H 3.257 4.836 4.402
90 H 5.160 4.068 2.901
91 H 4.724 2.285 1.242
92 H 2.377 1.601 0.722
93 H -0.275 4.542 1.391
94 H -2.225 6.092 1.502
95 H -3.899 5.796 3.303
96 H -3.980 3.556 4.493
97 H -2.319 1.824 4.060

Results
- Molar mass: 999.0 g/mol
- Orbital gap (alpha / beta): 0.1983 / 0.2037 Ha
- Expectation value of S²: 15.759
- Charge: +1
- Multiplicity: 8
- Electronic energy: -123843.9313 eV